[1]
ORCA calculation (ωB97M-V/def2-TZVPD) on a structure of composition C39H37F2N11O4PbS2.

Atoms and positions in Å:
Pb1 0.14 0.55 -0.31
C1 3.00 1.97 -4.16
C2 3.91 2.89 -3.64
C3 4.01 3.04 -2.26
C4 3.19 2.26 -1.46
N1 2.32 1.39 -1.95
C5 2.22 1.24 -3.26
C6 3.19 2.33 0.02
C7 3.46 3.50 0.71
C8 3.42 3.46 2.10
C9 3.06 2.28 2.73
C10 2.74 1.17 1.94
N2 2.85 1.20 0.63
C11 2.17 -0.08 2.53
C12 1.67 -0.10 3.83
C13 1.10 -1.26 4.32
C14 1.01 -2.37 3.49
C15 1.51 -2.25 2.20
N3 2.09 -1.15 1.73
H1 2.90 1.81 -5.22
H2 4.54 3.48 -4.30
H3 4.71 3.73 -1.83
H4 1.49 0.52 -3.61
H5 3.67 4.42 0.19
H6 3.63 4.35 2.68
H7 3.02 2.24 3.81
H8 1.68 0.79 4.45
H9 0.71 -1.29 5.33
H10 0.57 -3.29 3.82
H11 1.41 -3.08 1.51
N4 -6.73 0.02 -1.75
C16 -5.80 0.59 -0.89
C17 -5.03 -0.22 -0.05
C18 -4.12 0.35 0.82
C19 -3.95 1.73 0.85
C20 -4.73 2.55 0.04
C21 -5.65 1.98 -0.82
S1 -2.62 2.41 1.80
O1 -2.31 1.42 2.81
O2 -2.97 3.73 2.25
N5 -1.37 2.37 0.77
C22 -1.26 3.27 -0.23
N6 -2.12 4.27 -0.45
C23 -1.86 5.10 -1.44
C24 -0.75 4.96 -2.28
C25 0.04 3.86 -2.03
N7 -0.19 3.03 -1.04
H12 -6.57 -0.95 -1.98
H13 -6.98 0.57 -2.56
H14 -5.14 -1.29 -0.09
H15 -3.51 -0.26 1.47
H16 -4.59 3.62 0.08
H17 -6.26 2.61 -1.46
H18 -2.57 5.90 -1.59
H19 -0.55 5.65 -3.08
H20 0.89 3.63 -2.67
F1 -2.22 -0.86 -1.92
C26 -1.62 0.39 -1.90
F2 -1.18 0.62 -3.20
H21 -2.43 1.11 -1.72
C27 5.14 -2.47 0.97
C28 4.64 -2.04 -0.36
C29 5.42 -1.53 -1.36
C30 4.78 -1.19 -2.57
N8 3.49 -1.32 -2.77
C31 2.71 -1.80 -1.78
S2 1.05 -1.97 -1.91
N9 3.32 -2.17 -0.61
C32 5.58 -0.63 -3.71
H22 6.23 -2.41 1.01
H23 4.84 -3.50 1.18
H24 4.72 -1.83 1.75
H25 6.48 -1.41 -1.22
H26 2.70 -2.50 0.12
H27 6.64 -0.80 -3.59
H28 5.39 0.44 -3.78
H29 5.24 -1.08 -4.65
O3 -5.97 -5.25 -0.28
C33 -5.09 -5.75 0.70
N10 -4.33 -4.72 1.35
C34 -3.04 -4.45 0.99
O4 -2.41 -5.13 0.20
C35 -2.44 -3.25 1.64
C36 -2.63 -2.93 2.98
C37 -1.98 -1.82 3.51
C38 -1.18 -1.07 2.67
N11 -1.03 -1.34 1.37
C39 -1.63 -2.42 0.87
H30 -5.45 -4.95 -1.03
H31 -4.38 -6.45 0.27
H32 -5.72 -6.26 1.43
H33 -4.84 -4.01 1.86
H34 -3.26 -3.55 3.61
H35 -2.11 -1.53 4.54
H36 -0.64 -0.20 3.04
H37 -1.49 -2.62 -0.18

ΔE to the lowest compared entry with this formula, charge and spin = 159.1 kJ/mol
Gap between HOMO and LUMO = 6.7 eV
Molar mass = 1033.128 g/mol
Total energy = -3600.6655 Eh
Maximum force = 0.01586 Eh/bohr

[2]
ORCA calculation (ωB97M-V/def2-TZVPD) on the molecule C24H25N5O3S at a distorted geometry.

Atoms and positions in Å:
C1 -6.86 -2.31 0.74
H1 -5.99 -2.97 0.86
O1 -6.63 -1.05 1.34
C2 -5.62 -0.28 0.85
C3 -5.47 0.97 1.47
C4 -4.48 1.84 1.06
C5 -3.62 1.49 0.02
C6 -3.77 0.24 -0.59
C7 -4.76 -0.63 -0.18
H2 -4.85 -1.59 -0.68
H3 -3.11 -0.04 -1.39
N1 -2.60 2.31 -0.45
C8 -2.17 3.49 0.04
O2 -2.65 4.11 0.96
C9 -0.96 4.03 -0.74
H4 -1.06 3.89 -1.81
H5 -0.83 5.09 -0.49
S1 0.60 3.24 -0.21
C10 0.51 1.76 -1.12
N2 -0.45 1.38 -1.92
N3 -0.13 0.17 -2.41
C11 1.03 -0.17 -1.93
N4 1.50 0.82 -1.09
C12 2.69 0.83 -0.33
C13 2.61 0.83 1.06
C14 3.77 0.82 1.80
C15 5.02 0.81 1.17
C16 5.08 0.82 -0.22
C17 3.92 0.84 -0.96
H6 3.97 0.86 -2.04
H7 6.03 0.83 -0.74
O3 6.10 0.80 2.00
C18 7.39 0.80 1.43
H8 7.56 1.70 0.83
H9 7.56 -0.09 0.82
H10 8.08 0.79 2.27
H11 3.74 0.81 2.88
H12 1.65 0.82 1.55
C19 1.70 -1.48 -2.10
C20 1.61 -2.23 -0.81
C21 2.58 -2.44 0.14
C22 1.97 -3.11 1.22
C23 0.66 -3.28 0.88
N5 0.44 -2.74 -0.34
C24 -0.82 -2.77 -1.04
H13 -0.83 -3.57 -1.78
H14 -0.99 -1.82 -1.56
H15 -1.62 -2.93 -0.33
H16 -0.14 -3.75 1.43
H17 2.45 -3.43 2.12
H18 3.61 -2.14 0.07
H19 2.75 -1.35 -2.36
H20 1.20 -2.02 -2.91
H21 -2.04 1.90 -1.21
H22 -4.37 2.80 1.54
H23 -6.14 1.23 2.27
H24 -7.71 -2.74 1.27
H25 -7.10 -2.21 -0.32

SMILES = COc1ccc(NC(=O)CSc2nnc(Cc3cccn3C)n2-c2ccc(OC)cc2)cc1
ΔE to the lowest compared entry with this formula, charge and spin = 20.1 kJ/mol
Gap between HOMO and LUMO = 8.2 eV
Molar mass = 463.563 g/mol
Total energy = -1827.2452 Eh
Maximum force = 0.02233 Eh/bohr

[3]
ORCA calculation (ωB97M-V/def2-TZVPD) on the molecule C4H8O3 at a distorted geometry.

Atoms and positions in Å:
C1 -0.97 0.60 -1.35
C2 -0.70 -0.34 -0.18
O1 0.14 -1.36 -0.77
C3 0.09 0.16 1.04
O2 0.32 -0.93 1.89
C4 1.41 0.77 0.63
O3 2.47 0.31 1.00
H1 -0.56 -0.11 -2.08
H2 -2.03 0.81 -1.56
H3 -0.41 1.54 -1.37
H4 -1.64 -0.77 0.20
H5 -0.32 -2.21 -0.86
H6 -0.47 0.94 1.58
H7 1.28 -1.10 1.83
H8 1.38 1.68 -0.01

SMILES = C[C@@H](O)[C@@H](O)C=O
ΔE to the lowest compared entry with this formula, charge and spin = 191.0 kJ/mol
Gap between HOMO and LUMO = 11.0 eV
Molar mass = 104.105 g/mol
Total energy = -382.8921 Eh
Maximum force = 0.02884 Eh/bohr

[4]
ORCA calculation (ωB97M-V/def2-TZVPD) on a structure of composition C26H58N6O10V2 at a distorted geometry.

Atoms and positions in Å:
V1 -0.44 3.81 1.19
V2 -3.12 2.43 -0.14
C1 -2.76 5.93 2.96
C2 -3.53 4.76 2.24
O1 -2.75 4.00 1.34
H1 -3.46 6.55 3.53
H2 -2.25 6.60 2.28
H3 -1.82 5.63 3.42
H4 -4.32 5.23 1.66
H5 -4.18 4.18 2.89
C3 -0.17 -0.60 0.49
C4 0.06 0.84 0.27
O2 -1.04 1.68 0.55
H6 0.69 -1.25 0.31
H7 -0.81 -1.06 -0.26
H8 -0.52 -0.87 1.49
H9 0.40 0.99 -0.76
H10 0.93 0.98 0.90
C5 -3.39 0.49 3.31
C6 -3.73 0.08 1.87
O3 -4.20 1.01 1.19
N1 -3.61 -1.16 1.53
C7 -4.10 -1.81 0.37
H11 -4.15 1.17 3.72
H12 -2.52 1.12 3.46
H13 -3.53 -0.33 4.02
H14 -3.29 -1.80 2.24
H15 -5.19 -1.79 0.43
H16 -3.72 -2.83 0.38
H17 -3.68 -1.34 -0.52
C8 2.79 -3.40 0.89
C9 4.10 -4.25 0.49
O4 4.32 -5.27 1.07
N2 4.94 -3.71 -0.43
C10 6.15 -4.42 -0.83
H18 2.97 -2.62 1.63
H19 2.18 -4.19 1.32
H20 2.29 -2.95 0.03
H21 4.65 -2.85 -0.87
H22 6.84 -3.73 -1.31
H23 5.84 -5.20 -1.52
H24 6.56 -4.85 0.08
C11 3.67 1.79 -0.43
C12 4.95 2.20 0.17
O5 5.95 2.02 -0.52
N3 5.01 2.77 1.40
C13 6.23 3.02 2.16
H25 3.06 2.66 -0.65
H26 3.26 1.03 0.23
H27 3.86 1.35 -1.41
H28 4.17 2.83 1.95
H29 7.00 2.25 2.17
H30 6.06 3.22 3.22
H31 6.68 3.91 1.71
C14 -1.21 3.30 5.66
C15 -0.29 2.79 4.58
O6 -0.63 3.10 3.40
N4 0.75 2.03 4.80
C16 1.75 1.42 3.88
H32 -1.41 4.37 5.61
H33 -1.06 2.92 6.67
H34 -2.23 2.99 5.42
H35 0.70 1.81 5.78
H36 2.00 1.91 2.95
H37 1.45 0.37 3.84
H38 2.64 1.49 4.50
C17 -1.70 -7.85 -2.01
C18 -0.81 -6.91 -1.19
O7 0.07 -7.45 -0.59
N5 -1.15 -5.57 -1.28
C19 -0.44 -4.45 -0.70
H39 -2.10 -8.47 -1.22
H40 -1.10 -8.28 -2.81
H41 -2.52 -7.30 -2.47
H42 -2.03 -5.29 -1.70
H43 0.41 -4.89 -0.17
H44 -1.04 -3.94 0.05
H45 0.10 -3.75 -1.34
C20 -2.66 -0.85 -3.12
C21 -3.33 0.48 -2.85
O8 -3.55 0.96 -1.72
N6 -3.60 1.24 -3.92
C22 -4.08 2.63 -4.00
H46 -1.90 -1.18 -2.41
H47 -2.08 -0.79 -4.04
H48 -3.51 -1.54 -3.14
H49 -3.39 0.80 -4.81
H50 -3.35 3.43 -4.14
H51 -4.58 2.79 -3.04
H52 -4.94 2.79 -4.65
O9 1.83 -1.48 -5.65
C23 1.37 -0.42 -5.21
O10 0.27 -0.36 -4.47
C24 -0.15 0.90 -4.11
C25 1.04 1.71 -4.33
C26 1.80 1.04 -5.44
H53 -0.44 0.95 -3.06
H54 -0.94 1.23 -4.78
H55 1.58 1.69 -3.38
H56 0.90 2.78 -4.51
H57 2.85 1.31 -5.39
H58 1.40 1.27 -6.43

Gap between HOMO and LUMO (spin up / spin down) = 5.3 / 5.4 eV
Molar mass = 716.670 g/mol
2S+1 = 7
Total energy = -3993.8612 Eh
Maximum force = 0.09151 Eh/bohr
Net charge = +2

Repeat the fourth record exactly.
ORCA calculation (ωB97M-V/def2-TZVPD) on a structure of composition C26H58N6O10V2 at a distorted geometry.

Atoms and positions in Å:
V1 -0.44 3.81 1.19
V2 -3.12 2.43 -0.14
C1 -2.76 5.93 2.96
C2 -3.53 4.76 2.24
O1 -2.75 4.00 1.34
H1 -3.46 6.55 3.53
H2 -2.25 6.60 2.28
H3 -1.82 5.63 3.42
H4 -4.32 5.23 1.66
H5 -4.18 4.18 2.89
C3 -0.17 -0.60 0.49
C4 0.06 0.84 0.27
O2 -1.04 1.68 0.55
H6 0.69 -1.25 0.31
H7 -0.81 -1.06 -0.26
H8 -0.52 -0.87 1.49
H9 0.40 0.99 -0.76
H10 0.93 0.98 0.90
C5 -3.39 0.49 3.31
C6 -3.73 0.08 1.87
O3 -4.20 1.01 1.19
N1 -3.61 -1.16 1.53
C7 -4.10 -1.81 0.37
H11 -4.15 1.17 3.72
H12 -2.52 1.12 3.46
H13 -3.53 -0.33 4.02
H14 -3.29 -1.80 2.24
H15 -5.19 -1.79 0.43
H16 -3.72 -2.83 0.38
H17 -3.68 -1.34 -0.52
C8 2.79 -3.40 0.89
C9 4.10 -4.25 0.49
O4 4.32 -5.27 1.07
N2 4.94 -3.71 -0.43
C10 6.15 -4.42 -0.83
H18 2.97 -2.62 1.63
H19 2.18 -4.19 1.32
H20 2.29 -2.95 0.03
H21 4.65 -2.85 -0.87
H22 6.84 -3.73 -1.31
H23 5.84 -5.20 -1.52
H24 6.56 -4.85 0.08
C11 3.67 1.79 -0.43
C12 4.95 2.20 0.17
O5 5.95 2.02 -0.52
N3 5.01 2.77 1.40
C13 6.23 3.02 2.16
H25 3.06 2.66 -0.65
H26 3.26 1.03 0.23
H27 3.86 1.35 -1.41
H28 4.17 2.83 1.95
H29 7.00 2.25 2.17
H30 6.06 3.22 3.22
H31 6.68 3.91 1.71
C14 -1.21 3.30 5.66
C15 -0.29 2.79 4.58
O6 -0.63 3.10 3.40
N4 0.75 2.03 4.80
C16 1.75 1.42 3.88
H32 -1.41 4.37 5.61
H33 -1.06 2.92 6.67
H34 -2.23 2.99 5.42
H35 0.70 1.81 5.78
H36 2.00 1.91 2.95
H37 1.45 0.37 3.84
H38 2.64 1.49 4.50
C17 -1.70 -7.85 -2.01
C18 -0.81 -6.91 -1.19
O7 0.07 -7.45 -0.59
N5 -1.15 -5.57 -1.28
C19 -0.44 -4.45 -0.70
H39 -2.10 -8.47 -1.22
H40 -1.10 -8.28 -2.81
H41 -2.52 -7.30 -2.47
H42 -2.03 -5.29 -1.70
H43 0.41 -4.89 -0.17
H44 -1.04 -3.94 0.05
H45 0.10 -3.75 -1.34
C20 -2.66 -0.85 -3.12
C21 -3.33 0.48 -2.85
O8 -3.55 0.96 -1.72
N6 -3.60 1.24 -3.92
C22 -4.08 2.63 -4.00
H46 -1.90 -1.18 -2.41
H47 -2.08 -0.79 -4.04
H48 -3.51 -1.54 -3.14
H49 -3.39 0.80 -4.81
H50 -3.35 3.43 -4.14
H51 -4.58 2.79 -3.04
H52 -4.94 2.79 -4.65
O9 1.83 -1.48 -5.65
C23 1.37 -0.42 -5.21
O10 0.27 -0.36 -4.47
C24 -0.15 0.90 -4.11
C25 1.04 1.71 -4.33
C26 1.80 1.04 -5.44
H53 -0.44 0.95 -3.06
H54 -0.94 1.23 -4.78
H55 1.58 1.69 -3.38
H56 0.90 2.78 -4.51
H57 2.85 1.31 -5.39
H58 1.40 1.27 -6.43

Gap between HOMO and LUMO (spin up / spin down) = 5.3 / 5.4 eV
Molar mass = 716.670 g/mol
2S+1 = 7
Total energy = -3993.8612 Eh
Maximum force = 0.09151 Eh/bohr
Net charge = +2